# 1
C5H13NO in the gas phase in a non-equilibrium geometry. Source: the Open Molecules 2025 dataset; level of theory: the ωB97M-V functional and the def2-TZVPD basis.

Element x y z (Å)
C: 1.809 -0.889 -0.392
N: 0.639 -1.262 0.421
C: -0.279 -0.172 0.840
C: -0.933 0.570 -0.354
C: -1.728 -0.399 -1.177
O: -0.021 1.343 -1.091
C: 0.449 0.708 1.935
H: 2.494 -0.071 -0.136
H: 1.625 -0.900 -1.474
H: 2.310 -1.879 -0.429
H: 1.048 -1.500 1.314
H: -1.125 -0.680 1.341
H: -1.705 1.172 0.188
H: -2.259 -1.123 -0.535
H: -1.199 -1.095 -1.829
H: -2.593 0.136 -1.596
H: -0.515 1.715 -1.832
H: 1.547 0.599 2.008
H: 0.347 1.694 1.496
H: 0.099 0.595 2.986

Cartesian forces (eV/Å) of the 3 atoms listed first:
C 0.2 -2.4 -1.2
N -0.1 1.0 0.1
C 1.2 -0.5 0.6

Total charge: 0
Electronic energy: -328.2440 hartree
Orbital gap: 9.7 eV
Maximum force: 2.70 eV Å⁻¹
Structure (SMILES): CN[C@@H](C)[C@H](C)O
Energy above the lowest of the compared OMol25 structures with the same formula, charge and spin: 196.5 kJ/mol
Multiplicity: 1



# 2
2 unconnected molecules or ions with the total composition C5H13NO in a non-equilibrium geometry. Source: the Open Molecules 2025 dataset; level of theory: the ωB97M-V functional and the def2-TZVPD basis.

Element x y z (Å)
C: -2.044 1.246 -0.916
N: -1.519 0.065 1.628
C: -0.599 -0.205 0.611
C: -0.968 0.087 -0.658
C: -0.827 -0.953 -1.851
C: 0.600 -1.006 1.004
H: -2.948 0.954 -1.293
H: -2.263 1.912 -0.073
H: -1.639 1.956 -1.706
H: -2.304 0.629 1.399
H: -1.092 0.400 2.589
H: -0.804 -1.910 -1.272
H: -1.775 -0.757 -2.448
H: -0.021 -0.588 -2.436
H: 0.705 -1.549 0.018
H: 0.576 -1.602 1.984
H: 1.569 -0.474 0.991
H: 4.311 1.043 0.904
H: 3.641 0.058 -0.059
O: 4.464 0.558 0.108

Cartesian forces (eV/Å) of the 3 atoms listed first:
C 3.8 0.8 0.2
N 2.3 1.0 3.8
C -1.1 0.6 0.4

Total charge: 0
Electronic energy: -328.2173 hartree
Orbital gap: 8.3 eV
Maximum force: 4.55 eV Å⁻¹
Structure (SMILES): CC(C)=C(C)N.O
Energy above the lowest of the compared OMol25 structures with the same formula, charge and spin: 266.7 kJ/mol
Multiplicity: 1



# 3
C5H13NO in the gas phase in a non-equilibrium geometry. Source: the Open Molecules 2025 dataset; level of theory: the ωB97M-V functional and the def2-TZVPD basis.

Element x y z (Å)
C: 0.525 0.510 -0.197
C: -0.389 -0.237 -1.131
C: 0.165 -0.430 -2.546
C: -1.036 -1.464 -0.462
N: -0.168 0.902 1.035
C: 0.601 0.597 2.278
O: 0.342 1.535 3.266
H: 1.084 1.323 -0.680
H: 1.421 -0.040 0.110
H: -1.194 0.500 -1.270
H: -0.566 -0.973 -3.142
H: 0.253 0.577 -2.959
H: 1.147 -0.905 -2.564
H: -1.441 -2.076 -1.268
H: -0.240 -2.043 0.008
H: -1.867 -1.181 0.172
H: -0.089 1.909 1.188
H: 0.336 -0.443 2.519
H: 1.674 0.535 2.087
H: -0.559 1.404 3.559

Cartesian forces (eV/Å) of the 3 atoms listed first:
C 1.4 -0.1 0.6
C -1.0 0.8 0.0
C 0.0 0.3 0.7

Total charge: 0
Electronic energy: -328.2645 hartree
Orbital gap: 10.3 eV
Maximum force: 2.35 eV Å⁻¹
Structure (SMILES): CC(C)CNCO
Energy above the lowest of the compared OMol25 structures with the same formula, charge and spin: 142.6 kJ/mol
Multiplicity: 1



# 4
2 unconnected molecules or ions with the total composition C5H13NO in a non-equilibrium geometry. Source: the Open Molecules 2025 dataset; level of theory: the ωB97M-V functional and the def2-TZVPD basis.

Element x y z (Å)
C: 0.105 1.183 2.881
C: 1.107 0.071 2.752
O: 0.785 -1.102 2.725
N: 2.408 0.455 2.626
H: -0.322 1.464 1.921
H: 0.526 2.024 3.441
H: 3.101 -0.272 2.608
H: 2.625 1.418 2.807
H: -0.744 0.864 3.480
C: -1.346 -0.829 -2.647
C: -1.451 0.581 -2.036
C: 0.013 -1.463 -2.334
H: -2.142 -1.491 -2.333
H: -1.460 -0.690 -3.721
H: -2.383 1.019 -2.390
H: -0.059 -1.914 -1.349
H: 0.359 -2.218 -3.039
H: -0.529 1.122 -2.248
H: -1.378 0.479 -0.944
H: 0.785 -0.702 -2.199

Cartesian forces (eV/Å) of the 3 atoms listed first:
C -0.3 0.3 0.8
C -0.1 -0.7 -0.2
O 0.0 0.1 0.0

Total charge: 0
Electronic energy: -328.3087 hartree
Orbital gap: 10.6 eV
Maximum force: 1.59 eV Å⁻¹
Structure (SMILES): CC(N)=O.CCC
Energy above the lowest of the compared OMol25 structures with the same formula, charge and spin: 26.7 kJ/mol
Multiplicity: 1



# 5
C5H13NO in the gas phase in a non-equilibrium geometry. Source: the Open Molecules 2025 dataset; level of theory: the ωB97M-V functional and the def2-TZVPD basis.

Element x y z (Å)
C: 0.485 -1.216 0.375
C: 1.949 -1.378 0.940
O: 2.901 -1.078 -0.066
C: 0.329 0.178 -0.308
N: -1.043 0.575 -0.427
C: -1.320 1.521 -1.525
C: -1.941 0.767 0.672
H: -0.187 -1.139 1.231
H: 0.271 -1.932 -0.411
H: 1.856 -2.452 0.948
H: 2.001 -1.040 1.989
H: 3.645 -1.685 0.050
H: 1.004 0.842 0.294
H: 0.750 0.025 -1.304
H: -1.494 2.551 -1.166
H: -0.424 1.729 -2.142
H: -2.194 1.163 -2.072
H: -1.582 0.227 1.565
H: -2.003 1.843 0.862
H: -3.001 0.499 0.493

Cartesian forces (eV/Å) of the 3 atoms listed first:
C 1.1 2.9 0.0
C -2.7 -2.1 -1.2
O 0.4 0.5 0.7

Total charge: 0
Electronic energy: -328.2281 hartree
Orbital gap: 8.8 eV
Maximum force: 3.65 eV Å⁻¹
Structure (SMILES): CN(C)CCCO
Energy above the lowest of the compared OMol25 structures with the same formula, charge and spin: 238.2 kJ/mol
Multiplicity: 1



# 6
2 unconnected molecules or ions with the total composition C5H13NO2 in a non-equilibrium geometry. Source: the Open Molecules 2025 dataset; level of theory: the ωB97M-V functional and the def2-TZVPD basis.

Element x y z (Å)
O: 1.287 1.117 2.748
C: 0.570 0.757 1.870
C: 0.349 -0.744 1.583
C: -0.864 -1.021 0.725
C: -1.027 -0.327 -0.521
C: 0.708 -0.722 -2.321
N: -0.598 -1.166 -1.654
H: 0.073 1.654 1.382
H: 1.225 -1.256 1.252
H: 0.132 -1.320 2.546
H: -1.758 -1.228 1.338
H: -0.833 -2.249 0.477
H: -2.131 -0.220 -0.794
H: -0.466 0.641 -0.519
H: 1.104 -1.499 -2.915
H: 0.677 0.179 -2.940
H: 1.471 -0.661 -1.541
H: -0.727 -2.205 -1.592
H: 0.802 3.504 0.815
H: -0.048 2.941 -0.234
O: 0.051 3.826 0.297

Cartesian forces (eV/Å) of the 3 atoms listed first:
O 3.9 1.0 4.6
C -2.9 -0.5 -3.6
C -1.4 0.5 1.4

Total charge: -1
Electronic energy: -403.4091 hartree
Orbital gap (spin up / spin down): 3.3 / 7.7 eV
Maximum force: 6.08 eV Å⁻¹
Energy above the lowest of the compared OMol25 structures with the same formula, charge and spin: 348.6 kJ/mol
Multiplicity: 2